{
  "formula": "C31H37BrF8O25S",
  "method": "the ωB97M-V functional and the def2-TZVPD basis",
  "species": ["C", "C", "C", "C", "C", "C", "F", "O", "S", "O", "O", "O", "C", "C", "C", "C", "Br", "H", "H", "H", "H", "H", "H", "H", "H", "H", "H", "H", "H", "H", "H", "H", "H", "O", "C", "O", "C", "C", "F", "O", "H", "H", "H", "O", "C", "O", "C", "C", "F", "O", "H", "H", "H", "O", "C", "O", "C", "C", "F", "O", "H", "H", "H", "O", "C", "O", "C", "C", "F", "O", "H", "H", "H", "O", "C", "O", "C", "C", "F", "O", "H", "H", "H", "O", "C", "O", "C", "C", "F", "O", "H", "H", "H", "O", "C", "O", "C", "C", "F", "O", "H", "H", "H"],
  "xyz": [[2.590, 2.882, 1.097], [2.403, 1.787, 0.217], [1.597, 2.069, -1.097], [1.517, 0.854, -2.101], [1.455, -0.615, -1.545], [0.194, -0.941, -0.669], [0.260, -2.318, -0.314], [2.855, 0.881, -2.707], [2.875, 0.858, -4.367], [3.739, 2.012, -4.694], [3.193, -0.475, -4.905], [1.226, 1.060, -4.549], [0.561, 1.301, -3.284], [-0.981, 1.036, -3.206], [-1.675, 1.598, -1.915], [-3.141, 0.993, -1.801], [-1.858, 3.585, -1.913], [3.186, 3.772, 0.755], [2.126, 2.951, 2.110], [2.809, 0.765, 0.396], [2.142, 2.901, -1.643], [0.608, 2.499, -0.805], [1.465, -1.328, -2.416], [2.367, -0.868, -0.934], [-0.772, -0.812, -1.224], [0.153, -0.319, 0.264], [0.621, 2.431, -3.210], [-1.463, 1.561, -4.083], [-1.257, -0.046, -3.306], [-1.157, 1.335, -0.959], [-3.749, 1.437, -2.634], [-3.131, -0.118, -1.935], [-3.557, 1.326, -0.816], [-2.815, -7.953, -1.578], [-2.412, -6.833, -1.619], [-1.305, -6.398, -0.964], [-1.084, -5.048, -1.372], [-2.451, -4.627, -1.816], [-2.382, -3.724, -2.829], [-3.007, -5.833, -2.319], [-0.353, -5.029, -2.185], [-0.708, -4.444, -0.549], [-3.080, -4.239, -1.022], [0.873, 0.488, 2.364], [1.175, 0.732, 3.490], [1.843, -0.129, 4.302], [2.132, 0.577, 5.507], [1.081, 1.644, 5.506], [1.537, 2.779, 6.099], [0.890, 1.900, 4.122], [3.145, 0.985, 5.456], [2.060, -0.077, 6.373], [0.133, 1.347, 5.958], [5.913, 8.146, -3.027], [5.562, 7.014, -2.928], [5.652, 6.097, -3.925], [5.258, 4.843, -3.372], [4.413, 5.261, -2.209], [4.503, 4.371, -1.190], [5.013, 6.478, -1.803], [6.147, 4.286, -3.065], [4.705, 4.249, -4.098], [3.362, 5.434, -2.454], [1.000, 12.338, -0.758], [1.744, 11.658, -1.386], [3.087, 11.603, -1.184], [3.594, 10.580, -2.038], [2.543, 10.508, -3.105], [2.424, 9.247, -3.594], [1.358, 10.838, -2.405], [3.685, 9.648, -1.476], [4.573, 10.847, -2.434], [2.689, 11.210, -3.930], [-3.912, -2.446, -0.899], [-5.031, -2.091, -0.697], [-5.471, -0.819, -0.879], [-6.881, -0.836, -0.663], [-7.055, -2.049, 0.199], [-8.248, -2.647, -0.029], [-6.022, -2.906, -0.251], [-7.395, -0.926, -1.623], [-7.214, 0.078, -0.172], [-6.937, -1.863, 1.270], [-4.416, -13.824, 0.038], [-3.751, -12.970, -0.453], [-4.175, -12.149, -1.449], [-3.142, -11.186, -1.660], [-1.933, -11.898, -1.133], [-1.042, -11.027, -0.600], [-2.465, -12.697, -0.092], [-3.372, -10.278, -1.101], [-3.051, -10.934, -2.716], [-1.430, -12.536, -1.864], [-0.100, 0.232, 7.453], [0.055, -0.709, 8.169], [0.213, -0.625, 9.513], [0.232, -1.960, 10.013], [0.657, -2.743, 8.808], [0.108, -3.980, 8.806], [0.104, -1.996, 7.737], [-0.768, -2.233, 10.359], [0.930, -2.060, 10.844], [1.739, -2.821, 8.679]],
  "smiles": "C=CC[C@]1(CCF)OS(=O)(=O)O[C@H]1C[C@H](C)Br.O=C1OC[C@@H](F)O1.O=C1OC[C@@H](F)O1.O=C1OC[C@@H](F)O1.O=C1OC[C@@H](F)O1.O=C1OC[C@@H](F)O1.O=C1OC[C@@H](F)O1.O=C1OC[C@@H](F)O1",
  "e_tot_ev": -186548.0882,
  "de_lowest_ev": 0.000,
  "homo_ev": -8.0,
  "orbital_gap_ev": 8.056,
  "largest_force_ev_per_a": 3.43
}


{
  "formula": "C31H37BrN7O2P2V",
  "method": "the ωB97M-V functional and the def2-TZVPD basis",
  "species": ["V", "N", "C", "N", "C", "N", "C", "C", "N", "C", "C", "N", "H", "H", "H", "H", "H", "C", "P", "C", "N", "C", "C", "C", "C", "C", "C", "N", "C", "P", "C", "C", "C", "C", "C", "C", "C", "C", "C", "H", "H", "H", "H", "H", "H", "H", "H", "H", "H", "H", "H", "H", "H", "H", "H", "H", "H", "H", "H", "H", "H", "H", "H", "H", "H", "H", "H", "Br", "C", "C", "C", "C", "C", "C", "C", "O", "O", "H", "H", "H", "H"],
  "xyz": [[-0.653, 0.691, 1.153], [-2.985, 4.477, 1.411], [-2.522, 3.614, 0.497], [-1.996, 2.571, 1.117], [-2.175, 2.853, 2.440], [-2.774, 4.010, 2.633], [-1.853, 1.881, 3.456], [-2.087, 2.129, 4.818], [-1.901, 1.203, 5.730], [-1.532, 0.002, 5.315], [-1.293, -0.264, 3.973], [-1.411, 0.679, 3.033], [-3.433, 5.373, 1.270], [-2.601, 3.758, -0.564], [-2.421, 3.103, 5.146], [-1.408, -0.760, 6.070], [-0.996, -1.247, 3.640], [-0.612, -3.040, 1.818], [0.325, -1.544, 1.305], [0.632, -2.034, -0.438], [1.221, -3.169, -0.688], [1.488, -3.542, -1.949], [2.098, -4.775, -2.246], [2.351, -5.105, -3.553], [2.051, -4.211, -4.601], [1.462, -3.001, -4.350], [1.139, -2.652, -3.026], [0.476, -1.524, -2.742], [0.202, -1.213, -1.506], [-0.825, 0.265, -1.224], [-0.335, 1.241, -2.680], [-2.567, -0.325, -1.598], [-3.479, 0.899, -1.513], [-2.694, -0.950, -2.984], [-2.921, -1.335, -0.504], [2.010, -1.729, 2.145], [2.953, -0.731, 1.475], [1.838, -1.370, 3.622], [2.564, -3.146, 2.021], [-0.133, -3.899, 1.346], [-1.650, -2.981, 1.491], [-0.595, -3.181, 2.898], [2.357, -5.436, -1.433], [2.797, -6.057, -3.795], [2.294, -4.492, -5.615], [1.230, -2.304, -5.140], [-0.369, 0.575, -3.545], [0.687, 1.596, -2.549], [-0.998, 2.092, -2.824], [-3.136, 1.683, -2.188], [-3.524, 1.290, -0.495], [-4.485, 0.622, -1.821], [-2.659, -0.187, -3.757], [-3.661, -1.447, -3.055], [-1.919, -1.687, -3.184], [-2.711, -0.910, 0.495], [-2.347, -2.254, -0.637], [-3.979, -1.589, -0.550], [2.682, 0.293, 1.729], [2.957, -0.850, 0.390], [3.968, -0.893, 1.835], [1.430, -0.364, 3.747], [2.814, -1.385, 4.102], [1.212, -2.093, 4.145], [2.599, -3.476, 0.985], [1.991, -3.862, 2.605], [3.583, -3.148, 2.406], [-1.011, 4.996, -2.906], [0.653, 4.495, -2.118], [1.862, 4.879, -2.674], [3.040, 4.476, -2.058], [3.016, 3.700, -0.909], [1.793, 3.303, -0.377], [0.610, 3.707, -0.984], [1.684, 2.474, 0.861], [2.474, 2.495, 1.783], [0.641, 1.693, 0.893], [1.885, 5.477, -3.573], [3.984, 4.777, -2.485], [3.924, 3.386, -0.419], [-0.327, 3.404, -0.544]],
  "e_tot_ev": -161569.4438,
  "total_charge": 2,
  "de_lowest_ev": 2.184,
  "homo_ev": [-14.1, -14.1],
  "orbital_gap_ev": [7.089, 7.242],
  "spin_multiplicity": 3,
  "largest_force_ev_per_a": 3.76
}


{
  "formula": "C31H37N4RhS2Se2",
  "method": "the ωB97M-V functional and the def2-TZVPD basis",
  "species": ["Rh", "S", "C", "N", "C", "C", "C", "C", "C", "C", "S", "H", "H", "H", "H", "C", "C", "C", "C", "C", "N", "H", "H", "H", "H", "H", "H", "H", "H", "H", "C", "C", "C", "C", "C", "N", "H", "H", "H", "H", "H", "H", "H", "H", "H", "Se", "C", "C", "C", "N", "C", "C", "H", "H", "H", "H", "C", "C", "C", "C", "C", "C", "Se", "C", "C", "C", "H", "H", "H", "H", "H", "H", "H", "H", "H", "H", "H"],
  "xyz": [[-0.283, 0.564, 0.177], [-2.280, 2.545, -0.162], [-2.602, 1.471, -1.440], [-1.835, 0.448, -1.703], [-2.276, -0.291, -2.776], [-1.643, -1.422, -3.284], [-2.198, -2.060, -4.377], [-3.372, -1.584, -4.965], [-4.007, -0.458, -4.471], [-3.452, 0.186, -3.373], [-3.982, 1.614, -2.527], [-0.733, -1.777, -2.824], [-1.711, -2.937, -4.783], [-3.790, -2.098, -5.821], [-4.913, -0.088, -4.930], [-4.778, -1.657, 2.185], [-3.418, -2.351, 2.310], [-3.474, -3.766, 1.723], [-2.962, -2.388, 3.771], [-2.448, -1.573, 1.525], [-1.720, -0.994, 0.854], [-5.515, -2.221, 2.756], [-5.100, -1.612, 1.146], [-4.735, -0.641, 2.575], [-4.173, -4.362, 2.310], [-2.497, -4.246, 1.758], [-3.816, -3.747, 0.689], [-3.660, -3.005, 4.338], [-2.950, -1.390, 4.204], [-1.966, -2.817, 3.865], [0.028, 3.669, -3.884], [1.098, 3.735, -2.787], [0.810, 4.892, -1.820], [2.503, 3.850, -3.385], [1.003, 2.493, -2.015], [0.892, 1.504, -1.444], [0.108, 4.559, -4.508], [-0.970, 3.635, -3.446], [0.161, 2.789, -4.512], [0.900, 5.833, -2.361], [1.519, 4.894, -0.992], [-0.196, 4.808, -1.410], [2.574, 4.789, -3.935], [2.706, 3.030, -4.073], [3.263, 3.849, -2.605], [1.712, -1.066, 0.719], [1.520, -2.046, -0.906], [0.707, -3.173, -0.954], [0.554, -3.826, -2.166], [1.135, -3.441, -3.298], [1.911, -2.363, -3.235], [2.141, -1.635, -2.079], [0.192, -3.534, -0.074], [-0.079, -4.704, -2.228], [2.378, -2.059, -4.164], [2.776, -0.760, -2.103], [5.303, -0.452, 4.871], [4.076, 0.097, 4.201], [4.168, 1.067, 3.214], [3.040, 1.594, 2.594], [3.205, 2.628, 1.516], [1.775, 1.140, 2.984], [0.203, 1.888, 2.167], [1.662, 0.143, 3.960], [0.326, -0.401, 4.367], [2.812, -0.357, 4.554], [6.210, -0.072, 4.404], [5.325, -1.541, 4.819], [5.329, -0.175, 5.927], [5.145, 1.421, 2.908], [4.255, 2.740, 1.251], [2.824, 3.598, 1.840], [2.641, 2.354, 0.622], [-0.308, -0.559, 3.494], [-0.204, 0.298, 5.018], [0.442, -1.344, 4.900], [2.717, -1.132, 5.306]],
  "e_tot_ev": -194079.0571,
  "de_lowest_ev": 0.690,
  "homo_ev": [-6.6, -7.0],
  "orbital_gap_ev": [6.978, 4.721],
  "spin_multiplicity": 5,
  "largest_force_ev_per_a": 0.59
}